Below is a cluster of 2 separate species, C7H14O3 in total at a distorted geometry, with properties calculated with ωB97M-V/def2-TZVPD.

Each line ends with the natural charge from an NBO analysis.
CARTESIAN COORDINATES (ANGSTROEM)
1 C -2.22217 1.05070 2.15879  -0.2509
2 C -1.21111 0.84259 -1.35435  -0.6654
3 C -1.51750 0.28181 -0.00092  0.3474
4 C -1.64725 -1.00364 0.30012  -0.5630
5 O -1.61407 1.31165 0.91481  -0.5186
6 H -3.18187 0.53626 2.05370  0.1783
7 H -2.38953 2.01901 2.62735  0.1962
8 H -1.56467 0.43773 2.78326  0.1708
9 H -2.10191 1.28999 -1.79044  0.2229
10 H -0.47167 1.63895 -1.26807  0.2308
11 H -0.78107 0.08729 -2.00220  0.2312
12 H -1.38117 -1.74644 -0.42874  0.2155
13 H -1.92311 -1.37362 1.27152  0.2035
14 C 1.95888 -0.62792 1.03732  -0.6659
15 C 1.91639 -0.30751 -0.42330  0.3144
16 C 2.55944 0.66245 -1.04996  -0.5154
17 O 1.36234 -1.45195 -1.08608  -0.2816
18 O 1.40226 -1.34777 -2.50887  -0.4494
19 H 1.19724 -2.25311 -2.77936  0.4726
20 H 2.42978 -1.59307 1.21313  0.2257
21 H 2.52901 0.12516 1.57239  0.2275
22 H 0.93212 -0.68385 1.39832  0.2376
23 H 3.22387 1.31979 -0.52267  0.2120
24 H 2.49576 0.78551 -2.11576  0.2239

The value obtained for the electronic energy is -13624.0134 eV. As for the charge: 0. The lowest unoccupied orbital energy comes out at 0.804 eV. Its max |F| is 2.34 eV/A. As for the orbital gap: 9.4 eV. Its spin multiplicity is 1. The calculation puts the HOMO energy at -8.6286 eV. The SMILES is C=C(C)OC.C=C(C)OO.